Entry 1:
46
Properties=species:S:1:pos:R:3:forces:R:3 method="wB97M-V/def2-TZVPD" total_energy_ev=-215238.1954 mol_weight_g_mol=955.6 total_charge=-2 spin_multiplicity=7 s2=12.02 lumo_energy_ev="2.333 / -1.892" homo_lumo_gap_ev="7.52 / 3.29"
Mn -0.519 0.041 -0.042 -0.098 -1.410 -0.395
N 0.606 -1.398 0.876 5.426 -3.243 -0.981
S 0.344 -2.173 2.183 -6.104 0.260 7.369
O 0.648 -1.339 3.407 -0.475 -2.896 -3.496
O 0.317 -3.651 2.275 1.211 3.398 -0.656
F -1.295 -1.879 1.939 0.737 -0.154 0.871
S 2.139 -2.315 0.658 4.203 -0.760 -5.970
O 2.176 -3.397 -0.379 -1.336 3.061 3.416
O 3.058 -2.451 1.766 -2.140 -0.057 0.165
F 2.877 -1.122 -0.103 -0.723 0.004 0.146
N -0.059 -3.840 -2.604 -2.193 2.270 1.801
S -0.729 -3.612 -3.983 1.103 1.665 -7.627
O -0.752 -2.177 -4.481 -1.132 -3.806 2.123
O -1.738 -4.584 -4.347 0.475 1.309 0.310
F 0.491 -4.102 -4.919 0.202 -0.405 0.544
S -1.265 -3.025 -1.794 -2.179 -2.892 4.080
O -2.652 -3.523 -1.993 3.353 1.698 -0.056
O -1.130 -1.621 -1.468 0.341 0.006 -0.474
F -0.883 -3.709 -0.391 -0.117 0.486 -0.472
N 2.335 3.340 2.072 -3.485 -0.478 0.058
S 3.217 2.318 2.799 9.410 -2.647 1.666
O 3.199 0.887 2.517 -0.971 3.292 1.062
O 3.474 2.901 4.149 -1.314 -1.461 -2.484
F 4.597 2.786 2.038 -1.474 -0.584 0.778
S 0.844 2.581 2.580 -6.574 -0.308 -2.350
O 0.588 2.678 3.993 1.179 -0.334 -1.945
O 0.431 1.365 1.805 2.187 3.733 2.224
F -0.030 3.737 1.908 1.124 -1.088 0.784
N 0.512 1.211 -1.303 0.860 5.058 -0.945
S 1.428 0.854 -2.486 4.901 -9.918 -4.808
O 2.888 0.961 -2.347 -2.270 2.333 0.275
O 0.883 0.672 -3.799 -0.272 2.969 0.112
F 1.347 -0.719 -2.184 -0.163 -0.678 1.398
S 0.705 2.887 -1.637 -5.148 5.891 1.918
O 0.311 3.481 -2.957 2.959 -2.527 2.634
O 1.615 3.579 -0.712 -0.857 -1.888 -2.180
F -0.745 3.217 -0.981 0.735 -0.463 0.702
N -2.303 0.693 0.587 0.081 1.790 4.888
S -3.537 1.032 -0.203 -6.326 -0.671 -8.835
O -3.785 2.450 -0.453 0.838 -1.884 0.755
O -4.702 0.199 -0.031 1.157 0.812 0.470
F -2.987 0.395 -1.609 0.202 1.114 0.870
S -2.965 1.529 1.964 0.140 0.384 6.437
O -4.252 1.073 2.479 1.571 0.625 -2.138
O -2.659 2.924 2.165 0.122 -1.309 -1.464
F -2.046 0.846 3.048 0.832 -0.300 -0.581



Entry 2:
16
Properties=species:S:1:pos:R:3:forces:R:3 method="wB97M-V/def2-TZVPD" total_energy_ev=-83852.6759 mol_weight_g_mol=368.1 total_charge=0 lumo_energy_ev=-0.793 homo_lumo_gap_ev=11.71
K 18.020 -3.853 13.474 -0.112 0.646 -0.187
K 16.835 1.059 12.375 0.025 -0.603 0.044
P 20.046 -0.531 12.908 4.343 -0.444 -1.050
F 19.180 0.484 13.737 -0.712 1.591 0.414
F 18.718 -1.267 12.451 -2.347 -0.787 -0.743
F 19.967 0.341 11.527 -0.043 0.226 0.924
F 20.896 -1.682 12.179 0.439 0.009 -1.310
F 21.480 0.192 13.365 -1.970 -0.308 -0.450
F 20.095 -1.518 14.146 -0.289 -0.510 2.281
P 14.590 -2.067 12.711 -2.583 0.495 -1.859
F 14.499 -1.009 11.430 -0.453 0.500 1.476
F 15.327 -0.957 13.703 -0.060 0.193 -0.532
F 13.155 -1.561 13.374 1.614 -1.003 -1.259
F 14.818 -3.190 13.822 -0.261 -0.282 0.075
F 13.853 -3.186 11.630 1.049 1.387 2.318
F 16.042 -2.373 12.115 1.361 -1.111 -0.140



Entry 3:
66
Properties=species:S:1:pos:R:3:forces:R:3 method="wB97M-V/def2-TZVPD" total_energy_ev=-294555.0107 mol_weight_g_mol=1362.1 total_charge=-4 lumo_energy_ev=4.335 homo_lumo_gap_ev=5.89
Na -2.240 -3.044 -1.703 0.631 -0.272 0.483
K -2.618 0.878 -1.253 0.237 -0.399 -0.331
K -1.923 2.869 1.825 0.228 -0.198 0.789
N -0.564 -4.642 -1.211 2.074 -2.939 -3.583
S 0.280 -5.745 -2.321 -1.332 -1.445 -1.936
O -0.087 -7.152 -2.130 0.606 2.581 0.069
O 1.613 -5.402 -2.786 -1.623 -0.457 1.393
F -0.561 -5.340 -3.650 -0.471 0.028 0.450
S 0.754 -4.365 -0.386 4.195 3.259 6.708
O 1.615 -3.237 -0.793 -2.361 -2.687 -0.044
O 1.383 -5.466 0.358 -0.551 0.205 -3.202
F -0.049 -3.853 0.877 -0.827 1.092 -0.116
N 4.188 -2.137 3.731 -0.441 -0.149 -3.336
S 3.790 -2.805 2.249 -2.581 3.354 -5.319
O 2.463 -3.306 2.130 0.004 -0.525 1.457
O 4.741 -3.438 1.349 -0.173 0.654 1.977
F 3.586 -1.358 1.547 0.647 -0.390 0.439
S 4.888 -3.411 4.169 4.450 -1.410 4.968
O 6.175 -3.726 3.575 -1.340 -0.317 0.464
O 3.969 -4.397 4.612 -0.263 -1.843 -0.484
F 5.403 -2.901 5.628 0.055 0.545 0.143
N 0.015 4.750 -4.526 1.037 -5.400 0.107
S 0.318 3.121 -5.018 2.593 -5.495 2.696
O 1.700 2.583 -5.116 -2.959 2.616 -0.102
O -0.626 2.495 -5.925 0.362 1.105 0.470
F -0.115 2.394 -3.638 -0.464 0.793 0.085
S 0.096 5.180 -5.992 0.689 7.143 -3.364
O -1.035 4.904 -6.819 -0.038 -0.418 -0.678
O 1.407 5.366 -6.607 -1.674 -1.211 0.602
F -0.250 6.700 -5.568 -0.025 0.837 -0.155
N -4.877 1.786 5.963 4.055 0.256 -3.560
S -4.379 0.763 6.996 -1.829 -2.816 7.054
O -3.079 0.920 7.666 -1.216 -0.724 -2.454
O -5.006 -0.555 6.868 1.581 1.934 0.050
F -5.251 1.481 8.190 -0.486 -0.565 -0.052
S -3.452 1.638 4.991 -0.699 0.085 -5.326
O -3.251 0.462 4.107 -0.124 0.979 3.626
O -2.348 2.513 5.234 0.405 -0.586 1.566
F -4.047 2.498 3.792 -1.743 1.778 -1.160
N 3.357 5.262 -2.208 -0.433 5.676 -4.143
S 4.250 4.184 -1.779 0.860 -10.647 2.488
O 5.508 4.483 -1.198 1.270 0.548 0.039
O 4.125 2.953 -2.587 0.958 2.258 1.147
F 3.391 3.787 -0.543 -0.669 -0.166 1.517
S 4.394 5.822 -3.378 -0.237 4.795 -1.870
O 4.689 4.971 -4.489 -0.196 0.185 0.704
O 5.505 6.672 -2.886 -2.577 -1.336 -0.873
F 3.290 6.902 -4.041 1.284 -0.961 0.945
N -0.565 1.017 0.440 1.319 6.698 -3.274
S -0.240 -0.276 0.997 0.580 -13.086 5.412
O 0.948 -0.534 1.820 -1.728 1.380 -2.811
O -0.704 -1.395 0.106 0.473 2.959 1.442
F -1.297 -0.222 2.191 -1.151 -0.019 -0.178
S 0.959 1.370 -0.174 2.332 2.420 -5.745
O 1.511 0.452 -1.171 -1.846 1.119 2.780
O 1.801 2.109 0.681 -0.567 -0.376 1.038
F 0.362 2.555 -1.170 -0.212 -0.767 1.217
N -4.168 -3.772 -0.334 -0.725 4.303 2.271
S -5.626 -3.522 -0.877 -5.319 -3.001 -5.452
O -6.044 -2.303 -1.652 1.296 -1.604 3.313
O -6.658 -4.352 -0.224 1.913 2.488 -0.602
F -5.336 -4.400 -2.206 0.182 -0.586 -0.040
S -4.240 -2.409 0.740 3.822 -0.199 5.749
O -5.140 -2.439 1.925 1.398 -0.075 -4.069
O -3.887 -1.108 0.172 -0.950 -1.395 -0.432
F -2.813 -2.828 1.425 -1.704 0.390 -0.964



Entry 4:
66
Properties=species:S:1:pos:R:3:forces:R:3 method="wB97M-V/def2-TZVPD" total_energy_ev=-282655.6945 mol_weight_g_mol=1346.0 total_charge=-4 lumo_energy_ev=5.168 relative_energy_kj_mol=0.0 homo_lumo_gap_ev=5.81
Na 1.532 1.431 -1.831 -0.297 -0.135 -0.465
Na -1.302 0.651 -3.471 -0.134 -0.524 0.421
K 3.669 0.249 0.388 -0.165 -0.465 0.644
N 0.786 0.284 -0.004 -0.874 -2.769 -0.209
S 0.169 -1.194 -0.539 1.451 -0.497 -2.657
O -0.851 -1.013 -1.536 0.023 0.270 0.384
O 0.161 -2.254 0.397 -0.557 0.412 0.266
F 1.414 -1.570 -1.458 0.346 0.469 0.418
S -0.271 0.428 1.221 -1.672 3.441 2.717
O 0.105 -0.116 2.470 0.729 -0.261 -0.453
O -1.628 0.318 0.801 0.522 -0.584 -0.444
F -0.056 1.999 1.376 0.329 -0.251 -0.117
N -4.368 -2.648 2.836 -2.462 1.209 0.977
S -5.704 -2.020 3.627 -0.783 -1.228 -1.689
O -6.520 -1.203 2.785 0.362 -0.232 0.080
O -5.604 -1.693 5.011 0.134 -0.245 -0.145
F -6.505 -3.434 3.621 -0.121 0.109 0.151
S -3.217 -2.025 3.669 3.701 1.116 1.899
O -2.882 -2.755 4.869 0.025 -0.472 -0.570
O -3.208 -0.603 3.846 -0.335 -0.261 -0.644
F -1.987 -2.303 2.683 -0.698 -0.297 0.056
N -4.002 3.178 4.269 -1.077 -0.033 -2.323
S -3.930 3.001 2.626 2.944 -0.599 -0.168
O -3.748 4.240 1.925 -0.250 0.071 0.319
O -4.687 1.979 1.980 -0.692 0.391 0.600
F -2.469 2.364 2.654 -0.275 0.477 0.059
S -5.555 3.206 4.523 -1.072 -0.093 1.892
O -6.139 1.927 4.785 -0.171 0.424 -0.265
O -6.317 4.190 3.791 0.152 -0.358 -0.095
F -5.508 3.864 5.998 0.191 0.096 0.084
N 4.666 -4.330 -2.093 0.645 2.222 -0.908
S 4.608 -5.312 -3.302 -0.743 -3.935 -0.570
O 5.741 -5.371 -4.186 -0.242 0.686 0.112
O 3.298 -5.558 -3.827 0.559 0.518 -0.124
F 4.844 -6.638 -2.412 0.064 0.083 0.113
S 4.897 -2.886 -2.768 0.314 1.097 0.339
O 4.285 -2.636 -4.038 -0.247 -0.423 0.469
O 6.216 -2.332 -2.626 -0.262 -0.371 0.579
F 4.023 -2.065 -1.703 0.175 0.242 0.075
N 4.716 0.686 3.092 -1.428 3.019 0.709
S 3.878 0.074 4.288 -1.741 -4.070 1.360
O 2.456 0.126 4.142 0.414 1.011 0.078
O 4.428 0.265 5.594 0.384 -0.192 -0.353
F 4.090 -1.489 3.925 0.939 0.494 0.124
S 4.092 2.287 3.313 1.675 0.146 -2.437
O 4.360 2.907 4.565 -0.297 -0.220 -0.081
O 2.884 2.548 2.587 0.589 -0.327 0.294
F 5.224 2.907 2.339 -0.093 0.097 -0.002
N -0.368 -1.127 -4.843 4.145 1.024 -0.685
S -0.091 -2.681 -4.695 -3.385 -3.891 0.148
O 0.144 -3.149 -3.373 0.587 0.420 -0.191
O 0.514 -3.344 -5.805 0.493 0.618 0.156
F -1.650 -3.114 -4.924 0.278 0.510 0.156
S 1.298 -0.621 -4.992 -1.563 1.839 0.615
O 2.088 -1.118 -6.058 -0.240 -0.091 0.445
O 1.868 -0.363 -3.686 -0.139 -0.048 -0.750
F 0.909 0.852 -5.451 -0.250 0.144 -0.162
N -0.111 2.708 -2.991 -1.762 2.766 1.412
S 0.034 3.972 -3.969 3.040 -0.682 -3.314
O 0.503 5.182 -3.372 -0.765 -0.103 0.179
O -0.871 3.993 -5.074 -0.149 0.162 0.652
F 1.384 3.390 -4.642 -0.134 0.288 -0.041
S -1.141 3.505 -1.876 -3.067 -2.849 2.482
O -2.417 3.920 -2.374 1.035 0.783 -1.270
O -0.562 4.230 -0.812 1.064 -0.070 -0.470
F -1.614 2.106 -1.266 0.832 -0.080 0.137



Entry 5:
33
Properties=species:S:1:pos:R:3:forces:R:3 method="wB97M-V/def2-TZVPD" total_energy_ev=-184024.2945 mol_weight_g_mol=775.3 total_charge=+1 lumo_energy_ev=-4.587 homo_lumo_gap_ev=8.99
K 13.633 -8.559 -10.065 -0.029 0.252 -0.035
K 10.458 -10.633 -7.041 -0.414 -0.183 -0.494
K 7.461 -5.719 -5.512 0.232 0.137 -0.106
K 8.458 -8.322 -11.076 -0.256 0.017 -0.501
K 11.282 -3.655 -9.710 0.079 0.505 -0.092
P 8.532 -12.125 -10.138 -0.618 -1.836 -1.579
F 10.215 -11.974 -10.234 -0.901 -1.008 0.191
F 8.454 -11.280 -11.525 0.140 0.061 -0.238
F 8.433 -13.548 -10.933 1.326 1.344 0.878
F 6.907 -12.155 -10.103 0.853 0.791 0.841
F 8.638 -12.854 -8.679 0.313 0.432 -0.652
F 8.643 -10.685 -9.386 -0.715 0.999 1.097
P 13.332 -2.654 -6.490 0.060 0.619 0.706
F 13.475 -3.820 -7.649 0.133 -0.348 0.002
F 12.364 -1.891 -7.558 0.055 -0.018 -0.732
F 11.966 -3.482 -5.919 0.664 0.958 -0.381
F 13.068 -1.327 -5.546 0.459 -1.947 0.018
F 14.173 -3.530 -5.433 -0.351 0.544 -0.091
F 14.749 -2.003 -7.008 -1.506 -0.210 -0.084
P 10.498 -6.940 -8.379 0.299 0.778 0.351
F 11.435 -6.924 -9.718 0.093 -0.725 -0.008
F 9.896 -8.429 -8.932 0.611 1.274 0.765
F 11.606 -7.719 -7.467 -0.092 -0.930 -0.912
F 9.488 -7.111 -7.052 0.365 0.893 -0.937
F 11.320 -5.581 -7.946 -2.184 -0.933 0.133
F 9.338 -6.113 -9.192 1.036 -1.137 1.634
P 8.776 -4.476 -12.700 0.473 2.421 -1.506
F 10.234 -3.653 -12.909 -0.589 -0.416 1.868
F 8.224 -3.503 -11.528 0.572 0.420 -0.243
F 8.249 -3.430 -13.862 -0.387 -1.704 1.072
F 7.360 -5.282 -12.604 0.911 -0.145 -0.307
F 9.402 -5.523 -13.732 -0.857 -0.628 -0.059
F 9.419 -5.368 -11.444 0.222 -0.276 -0.599



Entry 6:
8
Properties=species:S:1:pos:R:3:forces:R:3 method="wB97M-V/def2-TZVPD" total_energy_ev=-17751.9494 mol_weight_g_mol=100.0 total_charge=0 lumo_energy_ev=0.291 relative_energy_kj_mol=134.4 homo_lumo_gap_ev=8.18
N -0.232 0.553 -1.087 1.436 -0.815 -0.862
N 0.229 1.085 0.102 1.257 -1.443 2.199
F 0.954 -1.450 1.044 0.261 0.072 0.836
F -1.257 -0.953 0.719 -0.423 0.015 1.263
P -0.099 -0.428 1.721 0.217 0.807 -4.170
H 0.344 -0.207 -1.572 -1.374 1.147 1.277
H -1.233 0.394 -1.057 0.416 -0.093 -0.128
H 1.294 1.005 0.132 -1.790 0.310 -0.413



Entry 7:
12
Properties=species:S:1:pos:R:3:forces:R:3 method="wB97M-V/def2-TZVPD" total_energy_ev=-44002.8759 mol_weight_g_mol=312.0 total_charge=+1 lumo_energy_ev=-11.119 relative_energy_kj_mol=349.7 homo_lumo_gap_ev=1.21
In 1.419 -1.254 -4.047 0.022 -0.010 0.019
O 0.250 -4.192 -8.351 0.029 0.107 0.166
H -0.583 -3.748 -8.604 -0.053 -0.071 -0.125
N 0.077 0.600 1.357 -1.668 3.457 0.464
S -0.582 2.036 1.951 -3.512 6.902 -2.325
O 0.288 3.241 2.019 -1.285 -4.006 -0.489
O -1.620 1.971 2.969 2.277 -1.014 -0.862
F -1.540 2.320 0.653 1.659 -0.563 0.894
S 0.352 0.070 2.786 4.204 -7.340 3.607
O -0.708 -0.636 3.466 0.471 1.522 -0.866
O 1.394 0.725 3.530 -1.632 1.375 -0.060
F 1.253 -1.135 2.271 -0.512 -0.359 -0.422



Entry 8:
6
Properties=species:S:1:pos:R:3:forces:R:3 method="wB97M-V/def2-TZVPD" total_energy_ev=-19820.3325 mol_weight_g_mol=101.1 total_charge=0 lumo_energy_ev=-0.962 smiles="N=S(=O)(F)F" relative_energy_kj_mol=200.0 homo_lumo_gap_ev=10.60
N -1.052 -0.579 0.188 0.623 0.527 0.765
O 0.493 1.837 -0.052 -0.657 -7.957 1.312
F 0.992 -0.530 -1.160 0.180 1.086 1.875
F 1.108 -0.618 1.295 -0.975 1.627 -1.980
S 0.250 0.131 0.146 0.765 4.444 -2.096
H -1.791 -0.240 -0.417 0.064 0.273 0.123



Entry 9:
5
Properties=species:S:1:pos:R:3:forces:R:3 method="wB97M-V/def2-TZVPD" total_energy_ev=-17772.0952 mol_weight_g_mol=85.1 total_charge=0 lumo_energy_ev="-2.009 / -3.190" relative_energy_kj_mol=299.0 homo_lumo_gap_ev="10.52 / 6.18"
N -0.866 -0.744 0.311 2.423 1.418 4.280
F -0.266 1.419 -0.781 0.380 -0.375 1.367
F 2.558 -0.381 0.375 -1.316 0.519 0.091
S -0.101 0.530 0.602 0.454 -0.974 -2.075
H -1.324 -0.824 -0.508 -1.940 -0.589 -3.663



Entry 10:
4
Properties=species:S:1:pos:R:3:forces:R:3 method="wB97M-V/def2-TZVPD" total_energy_ev=-15377.1088 mol_weight_g_mol=154.4 total_charge=0 lumo_energy_ev="-2.080 / -2.121" relative_energy_kj_mol=124.3 homo_lumo_gap_ev="6.28 / 6.24"
F 2.718 -0.937 -0.288 -0.330 0.982 -0.166
P 2.223 0.585 -0.574 0.321 -0.975 0.164
F -3.360 -0.371 -0.301 0.640 0.400 0.521
Rb -1.581 0.724 1.162 -0.630 -0.408 -0.519



Entry 11:
22
Properties=species:S:1:pos:R:3:forces:R:3 method="wB97M-V/def2-TZVPD" total_energy_ev=-21912.2136 mol_weight_g_mol=343.6 total_charge=+1 lumo_energy_ev=-10.964 relative_energy_kj_mol=1830.6 homo_lumo_gap_ev=2.53
Hf -20.882 29.117 20.191 -2.386 -1.395 -3.237
F -23.803 29.842 18.288 1.359 -0.360 0.904
F -20.720 26.811 17.597 -0.053 1.537 1.792
F -23.451 26.411 20.885 0.962 1.027 -0.200
O -24.850 26.076 16.710 -0.312 -0.004 -0.152
H -24.058 25.539 16.751 0.330 -0.305 -0.003
H -24.600 26.904 17.120 0.051 0.377 0.227
O -27.775 29.513 19.014 -0.016 -0.147 0.256
H -26.887 29.549 18.657 0.340 -0.010 -0.074
H -28.293 30.060 18.424 -0.260 0.177 -0.181
O -19.880 30.966 17.058 -0.083 -0.278 0.809
H -20.532 31.079 16.367 -0.389 -0.132 -0.313
H -19.126 31.476 16.763 0.313 0.099 -0.031
O -21.639 32.903 20.276 0.261 -0.822 0.264
H -22.459 33.111 20.724 -0.319 0.085 0.150
H -21.501 33.635 19.676 0.156 0.151 -0.329
O -22.267 30.100 13.805 0.196 0.176 0.268
H -22.994 29.673 14.259 -0.178 -0.173 0.115
H -22.509 30.065 12.879 0.013 0.014 -0.286
O -26.344 32.676 15.372 -0.104 0.115 0.166
H -26.346 32.384 14.460 -0.063 -0.021 -0.275
H -25.661 32.151 15.790 0.181 -0.111 0.130



Entry 12:
9
Properties=species:S:1:pos:R:3:forces:R:3 method="wB97M-V/def2-TZVPD" total_energy_ev=-26071.0371 mol_weight_g_mol=150.1 total_charge=0 lumo_energy_ev=-0.519 smiles="O=S(=O)(NF)N(F)F" relative_energy_kj_mol=117.1 homo_lumo_gap_ev=10.90
N 0.101 -0.578 -0.478 2.196 -0.133 0.132
N 3.038 -0.679 -0.376 -2.132 0.443 1.711
O 1.516 1.492 -1.120 0.026 -0.583 -0.516
O 1.322 0.854 1.281 0.511 -1.234 -2.206
F -0.509 -0.133 -1.586 -0.875 0.466 -1.971
F 3.062 -1.198 0.945 0.081 -0.097 -1.071
F 3.977 0.279 -0.291 0.501 0.403 -0.239
S 1.418 0.483 -0.130 -0.841 0.248 3.040
H -0.654 -0.906 0.107 0.534 0.486 1.120